Formula: C31H28BaIN4O9S2
Source: the OMol25 dataset
Level of theory: the ωB97M-V functional and the def2-TZVPD basis

Element x y z (Å)
Ba 0.5541 0.2456 -0.3152
C -3.0712 0.8562 -1.8215
C -2.7238 2.3104 -1.7554
N -3.6970 3.1937 -1.7798
C -3.3914 4.5032 -1.6895
C -2.1057 4.9668 -1.5429
C -1.8606 6.4470 -1.4655
O -0.9529 6.9214 -2.4667
C -1.0462 4.0382 -1.5370
C 0.3292 4.4991 -1.3146
N 1.3631 3.8702 -1.7135
C 2.6270 4.4439 -1.4801
C 2.8654 5.8118 -1.6301
C 4.1362 6.3371 -1.4581
C 5.1957 5.5036 -1.1323
C 4.9779 4.1390 -0.9958
C 3.7086 3.6097 -1.1820
I 3.4798 1.5500 -1.0590
C -1.3327 2.6671 -1.6606
O -0.4219 1.7683 -1.6182
H -4.1397 0.7495 -2.0022
H -2.8152 0.3589 -0.8822
H -2.5030 0.3476 -2.6026
H -4.2239 5.1984 -1.7338
H -1.4212 6.7322 -0.5064
H -2.8195 6.9678 -1.5547
H -1.0571 6.3494 -3.2342
H 0.4371 5.4353 -0.7547
H 2.0395 6.4530 -1.9138
H 4.2990 7.3996 -1.5910
H 6.1913 5.9066 -0.9964
H 5.7987 3.4775 -0.7534
C -3.9026 -6.4817 2.0536
C -2.8300 -5.4293 2.0989
C -2.3877 -4.8049 0.9454
C -1.4068 -3.8177 0.9893
C -0.8671 -3.4657 2.2066
C -1.2980 -4.0742 3.3866
C -2.2711 -5.0465 3.3237
S 0.4176 -2.2742 2.3772
O 1.4736 -2.8510 3.1608
O 0.8166 -1.6873 1.1037
N -0.3739 -1.1979 3.3177
C 0.4431 -0.1521 3.9974
C -0.0559 1.2484 3.6069
C -0.0578 1.3202 2.0878
O -1.0833 0.8564 1.4962
O 1.0091 1.6703 1.5273
H -4.1401 -6.7590 1.0274
H -4.8189 -6.1207 2.5249
H -3.5927 -7.3810 2.5884
H -2.8191 -5.0772 -0.0109
H -1.1040 -3.2969 0.0965
H -0.8633 -3.7817 4.3331
H -2.6129 -5.5187 4.2377
H -1.0788 -0.7372 2.7334
H 1.4925 -0.2568 3.7189
H 0.3654 -0.3095 5.0728
H 0.6180 1.9986 4.0190
H -1.0701 1.4016 3.9785
O 3.6179 -1.4827 -1.0924
C 2.5383 -1.9262 -1.4323
N 1.5097 -1.1813 -1.9494
S 0.1634 -2.0339 -2.1193
O -0.3314 -2.0646 -3.4660
O -0.8295 -1.6343 -1.1130
C 0.8644 -3.6032 -1.6929
C 0.3090 -4.8659 -1.7423
C 1.1173 -5.9294 -1.3576
C 2.4319 -5.7165 -0.9458
C 2.9762 -4.4378 -0.9233
C 2.1706 -3.3854 -1.3127
H -0.7112 -5.0229 -2.0673
H 0.7191 -6.9360 -1.3770
H 3.0368 -6.5633 -0.6474
H 3.9965 -4.2494 -0.6169

Largest force on an atom = 2.853 eV/Å
Energy relative to the best compared isomer or geometry (same formula, charge and spin) = 0.0 kJ/mol
Net charge = -1
HOMO-LUMO gap = 0.247 Eh
HOMO level = -4.65 eV
LUMO level = 2.077 eV